56
Properties=species:S:1:pos:R:3 method="wB97M-V/def2-TZVPD" spin_multiplicity=3 e_homo_ev="-7.039 / -7.089" s2=2.009 molar_mass_da=505.2 largest_force_ev_per_a=0.9 charge=0 total_energy_ev=-82482.5595 lumo_energy_ev="0.04 / -0.09" de_lowest_kcal_mol=34.7
Ni -0.4710 0.5124 0.4167
O -3.0363 -5.0591 3.3384
C -3.4349 -4.7104 2.0261
C -2.7419 -3.4548 1.5817
C -3.0087 -2.9838 0.2639
C -2.3721 -1.8556 -0.1496
N -1.5078 -1.1744 0.6309
C -1.2386 -1.6197 1.8852
C -1.8808 -2.7954 2.3963
C 0.9881 -0.6787 2.5546
C 1.5871 -0.7578 3.7981
C 2.4129 0.2835 4.1969
C 3.0682 0.2624 5.5572
O 3.3483 -1.0429 6.0204
C 2.6025 1.3556 3.3310
C 1.9479 1.3612 2.1160
N 1.1556 0.3621 1.7273
H -3.5699 -5.8013 3.6337
H -4.5169 -4.5422 1.9738
H -3.1916 -5.5102 1.3166
H -3.6872 -3.5035 -0.3967
H -2.5264 -1.4401 -1.1381
H -1.6510 -3.1407 3.3917
H 1.4155 -1.6198 4.4259
H 2.3809 0.6976 6.2850
H 3.9639 0.8910 5.5451
H 4.0416 -1.4240 5.4715
H 3.2490 2.1818 3.5944
H 2.0628 2.1768 1.4126
O -1.4435 0.8578 2.2930
N -1.6143 -0.2342 2.8650
O -2.0986 -0.3351 3.9503
O 0.2246 -1.6827 2.0782
C 2.8122 -1.0807 -3.6695
C 2.1082 -1.7070 -2.6498
C 1.1830 -1.0022 -1.8960
C 0.9452 0.3541 -2.1383
C 1.6686 0.9828 -3.1558
C 2.5834 0.2675 -3.9123
N 0.0494 1.0370 -1.3078
C -0.6823 2.1303 -1.7957
C -1.1877 2.1943 -3.1026
C -1.9915 3.2472 -3.4958
C -2.3335 4.2624 -2.6050
C -1.8398 4.2110 -1.3130
C -1.0074 3.1684 -0.9214
H 3.5284 -1.6324 -4.2636
H 2.2716 -2.7572 -2.4415
H 0.6314 -1.5001 -1.1061
H 1.5170 2.0372 -3.3477
H 3.1328 0.7757 -4.6954
H -0.9549 1.3994 -3.7993
H -2.3720 3.2697 -4.5096
H -2.9687 5.0790 -2.9202
H -2.0795 4.9930 -0.6036
H -0.5803 3.1768 0.0787